(1)
149
Properties=species:S:1:pos:R:3:forces:R:3:lowdin_charge:R:1 method="wB97M-V/def2-TZVPD" total_charge=+5 de_lowest_kcal_mol=0.0
S 6.26332 -0.69915 -1.97539 -4.9 -0.4 -0.6 0.413
S -0.99680 2.61866 5.58501 -1.3 0.4 -0.6 0.418
F -1.83214 1.03852 3.58660 1.4 0.3 1.0 0.055
F 0.25929 0.70543 4.25277 0.1 -0.3 -0.1 0.148
F -0.29231 2.44055 3.07418 0.6 0.2 -0.2 0.111
F 8.35344 -0.38700 -0.36421 0.5 0.2 0.1 0.122
F 6.42770 -0.24182 0.61240 0.4 0.3 -0.4 0.107
F 7.10067 1.36724 -0.70024 0.4 0.7 0.4 0.130
O -1.58403 1.69579 6.50409 -0.4 -1.0 0.6 -0.311
O -1.90230 3.57845 4.98979 -0.5 0.5 0.0 -0.337
O 6.22208 -2.12483 -1.76412 1.4 -0.3 0.4 -0.336
O 6.80465 -0.20842 -3.20174 2.6 0.3 -1.0 -0.352
O 0.22884 3.20574 6.01817 1.6 0.3 0.0 -0.305
O 4.90038 -0.14749 -1.89802 0.5 0.3 1.2 -0.389
N -1.97888 -0.27528 10.75638 -0.5 -1.9 -0.4 -0.089
N 14.88777 2.03357 0.06166 -1.7 0.2 -0.2 -0.084
N 3.91937 -0.42443 -7.74148 -1.5 0.5 1.7 -0.104
N -0.63076 6.45759 3.29366 -0.4 -0.4 1.0 -0.110
N -2.54498 -2.38706 10.55987 1.0 2.0 -1.7 -0.078
N 16.18392 2.48613 1.73360 0.1 0.7 1.2 -0.040
N -9.16169 1.49469 -10.08366 1.1 -0.9 -0.5 -0.048
N -7.23022 1.25304 -9.13476 -0.1 1.3 1.2 -0.082
N -10.14408 1.76652 2.41428 -0.6 -1.5 -1.7 -0.084
N 1.46218 5.95967 3.50570 -0.5 0.0 0.8 -0.025
N -1.59658 -9.10970 -0.59688 -3.4 2.9 -0.9 -0.022
N 5.21426 -1.57683 -8.97536 -0.2 -0.2 -0.5 -0.018
N -3.48988 -8.48567 -1.59401 -0.1 -1.1 0.2 -0.104
N -11.98194 0.73233 1.97430 1.1 -2.4 -2.6 -0.089
C -2.38096 -1.84180 9.23367 -0.4 0.6 1.9 0.031
C -11.06975 2.14024 3.33670 0.2 0.5 0.7 0.004
C -1.68167 -7.71257 -0.71494 1.5 0.2 1.0 0.010
C -8.33782 2.05527 -9.21656 1.3 -1.3 0.8 0.014
C 17.03624 3.70554 3.82441 -2.2 0.3 -0.9 -0.061
C -4.75335 -8.63638 -2.31489 0.5 1.3 -0.5 0.042
C -1.47593 0.92827 11.30362 0.0 1.1 0.6 0.004
C 0.22099 5.74495 4.00202 1.4 -0.1 -0.4 0.004
C -8.53859 0.38953 -10.66194 -0.1 1.0 0.9 0.025
C 15.00052 2.01325 1.39866 0.0 -1.2 -0.5 -0.037
C -11.04003 3.05407 -9.77880 -2.1 0.5 0.3 -0.082
C 0.68561 -10.06984 -0.97765 -1.8 -0.9 0.7 -0.027
C 3.99394 -1.06531 -8.90561 1.0 0.6 1.6 -0.023
C 5.69835 -2.35997 -10.16222 2.5 0.5 0.8 -0.167
C -6.02342 1.46913 -8.25892 -1.5 1.2 -0.9 0.050
C -7.36817 0.24631 -10.01005 0.5 -1.4 -1.0 -0.038
C 2.75749 0.36823 -7.30364 -1.5 0.9 -1.1 -0.002
C 13.70395 1.53404 -0.75492 -0.1 -0.2 0.8 0.042
C -12.21662 1.45677 3.07375 -0.5 -0.1 1.1 -0.006
C 16.81811 2.97667 0.60053 -0.8 -1.3 -0.1 0.020
C -0.50493 -9.77696 0.03432 1.8 -2.1 -0.5 -0.155
C -2.05029 6.54375 3.58905 0.5 -0.8 -1.4 0.041
C -4.74161 -3.28956 10.58779 -0.2 1.1 0.7 -0.051
C -2.07079 -0.50776 9.38884 0.2 -2.0 0.3 0.031
C 0.01121 7.18954 2.37065 1.8 0.2 -0.6 -0.014
C -0.65661 1.63589 4.06980 -1.6 -0.4 -0.5 -0.640
C -10.70369 0.89959 1.53871 -2.0 1.8 3.5 0.011
C -12.81929 -0.32586 1.28433 1.0 2.0 -1.0 0.057
C 7.11010 0.06012 -0.51622 -1.0 -1.1 -0.5 -0.690
C -10.36770 2.02926 -10.64385 0.5 2.8 -0.7 -0.186
C -7.90074 1.91400 3.51713 -1.7 -0.4 0.3 -0.052
C 16.74291 2.36722 3.16410 -0.2 0.3 -1.0 -0.108
C 5.07093 -0.59167 -6.96145 -1.9 1.9 -0.7 0.031
C -3.25784 -3.59926 10.91186 -0.4 -0.8 -0.9 -0.169
C -8.77084 2.18213 2.22787 0.9 1.4 0.7 -0.146
C -2.78023 -9.49298 -1.10893 0.8 -1.6 -0.4 -0.002
C 5.99694 -3.80115 -9.80239 -2.9 -0.3 -0.1 -0.074
C -2.83732 -7.34767 -1.31375 0.7 1.6 -0.7 -0.025
C 2.69044 5.35515 4.10397 -0.3 -0.5 -0.9 -0.117
C 1.35155 6.88392 2.51355 -1.3 0.4 -0.4 0.002
C -2.26215 -1.41448 11.43787 0.0 -0.1 0.5 0.005
C 2.98180 3.92870 3.52307 -0.4 1.8 -0.5 -0.025
C 15.97535 2.66892 -0.44089 0.9 0.4 -1.1 -0.018
C 5.87476 -1.25544 -7.76672 2.7 -1.5 -1.7 0.003
H -8.46842 2.90980 -8.57074 -0.3 0.0 -0.3 0.170
H -2.19089 7.46798 4.11330 -0.6 0.2 0.5 0.104
H 1.82809 -0.25769 -7.14205 1.3 0.5 0.0 0.110
H 13.33931 0.61481 -0.24685 0.2 0.7 -0.3 0.103
H -10.23897 0.47311 0.71305 0.5 -0.7 -1.2 0.145
H -9.99401 2.57105 -11.55644 -0.9 -0.7 0.4 0.166
H -11.95580 3.41453 -10.34443 1.0 -0.5 0.6 0.117
H -11.43642 2.68061 -8.78301 0.8 0.4 -1.1 0.111
H 17.68669 1.86782 2.95049 -0.2 -0.5 0.6 0.128
H -2.48712 6.57117 2.58437 -0.5 0.1 0.5 0.107
H -4.61652 -8.42555 -3.40008 -0.1 -0.1 0.9 0.126
H 2.17602 7.30558 2.00404 0.7 0.1 -0.4 0.126
H -2.24556 -1.60362 12.57515 -0.1 0.7 -2.2 0.210
H -1.47098 1.71963 10.58835 0.0 0.3 -0.8 0.107
H -5.47259 -7.95664 -1.85399 0.0 -0.2 -0.3 0.111
H -3.18677 -6.39387 -1.73730 0.3 -0.5 0.7 0.156
H -13.76729 -0.33589 1.76137 -0.9 -0.1 0.2 0.085
H 6.66003 -1.89081 -10.47759 -0.6 -0.1 0.4 0.139
H -2.28375 5.59675 4.07513 -0.5 0.4 0.4 0.079
H 12.85713 2.27621 -0.80108 1.2 -0.6 0.0 0.116
H 3.20496 -1.10343 -9.61718 -0.2 -0.1 -0.5 0.165
H -1.80009 0.21216 8.62324 -0.1 0.1 0.2 0.126
H -11.04675 1.26585 -10.86576 -0.7 -1.4 -0.6 0.119
H -2.05667 1.28882 12.11473 -0.9 0.1 0.8 0.100
H -13.10210 1.27331 3.68995 0.3 0.6 -0.5 0.160
H 17.85724 3.22339 0.61451 0.2 0.5 0.0 0.137
H 2.49371 5.37344 5.13584 -0.4 -0.5 1.5 0.102
H -2.93450 -3.84041 11.91885 -0.7 0.0 0.4 0.126
H -12.89581 0.04990 0.20822 -0.1 -1.0 1.5 0.132
H -10.43828 3.95095 -9.69304 0.2 0.1 0.4 0.073
H -5.02953 -9.64080 -2.17967 -0.7 -1.2 0.0 0.083
H 3.68239 3.38841 4.12746 0.7 0.0 0.2 0.073
H 0.35313 -10.47754 -1.96980 0.1 0.5 1.0 0.099
H 0.00211 5.10965 4.83535 -0.2 -0.4 0.2 0.127
H -10.86661 2.88475 4.09316 0.1 -0.3 0.0 0.149
H -0.50461 0.80347 11.68814 1.4 -0.3 0.2 0.099
H 1.22368 -9.16868 -1.08070 0.8 0.9 -0.5 0.054
H -0.90509 -7.11592 -0.25210 -0.1 0.0 -0.4 0.146
H 16.05779 2.80773 -1.53621 0.2 0.0 1.1 0.156
H 16.10696 4.30707 3.94703 0.6 -0.4 -0.1 0.102
H -4.98514 -2.40425 11.23105 -0.3 -0.9 -0.3 0.091
H 2.53428 1.07448 -8.15947 0.1 -0.7 1.0 0.110
H 15.99084 1.76846 3.73495 0.9 0.3 -0.6 0.138
H -3.09565 -10.49559 -1.26838 0.0 -0.7 0.2 0.167
H 1.29602 -10.82934 -0.49007 0.2 0.1 -0.2 0.083
H -8.87671 -0.04648 -11.56781 -0.5 -0.5 -0.2 0.142
H -6.37471 1.64343 -7.24906 0.0 0.0 0.1 0.093
H 5.01272 -4.26334 -9.39002 1.6 0.3 -1.1 0.118
H 2.93166 1.03690 -6.42862 0.3 -1.0 -0.6 0.112
H -12.31248 -1.27728 1.39882 -0.1 0.0 -0.2 0.099
H -0.50873 7.84551 1.68935 0.2 0.0 0.1 0.139
H 17.74229 4.27257 3.27724 0.6 0.6 -0.9 0.066
H 6.95269 -1.38891 -7.63122 -0.6 -0.4 -0.2 0.156
H -5.45484 0.55927 -8.28424 0.5 -0.1 -0.2 0.090
H -5.53325 2.38734 -8.64954 0.1 -0.9 0.4 0.118
H -7.96939 0.86245 3.90540 -0.1 0.8 -0.8 0.099
H -8.90371 3.30737 1.96507 1.1 -1.9 0.3 0.167
H 2.09524 3.29764 3.49730 -0.2 0.3 -0.1 0.057
H 6.32106 -4.20689 -10.75822 -0.1 -0.8 0.3 0.087
H 6.71609 -3.96120 -9.04104 0.9 0.2 0.6 0.062
H 17.46738 3.60564 4.77408 0.5 -0.6 1.5 0.069
H -0.78250 -10.73086 0.49982 -0.6 0.3 -0.4 0.135
H -0.17121 -9.17900 0.86844 0.2 0.4 0.0 0.125
H 5.21630 0.04382 -6.07997 0.1 -0.9 -0.2 0.162
H 14.04941 1.22876 -1.76019 -0.1 0.5 0.6 0.103
H -6.89337 2.11481 3.28372 1.3 0.2 -0.3 0.055
H -5.50834 -4.08609 10.72685 0.9 0.5 -0.1 0.095
H 3.36511 4.11978 2.50562 -0.1 -0.6 0.4 0.087
H 3.50052 6.08366 4.02703 0.0 -0.3 -0.6 0.129
H -4.77790 -2.85127 9.56336 -0.1 -0.8 0.5 0.078
H -6.64532 -0.54811 -10.17338 0.0 0.5 0.2 0.150
H 14.35658 1.46384 2.06521 -0.2 0.2 0.0 0.167
H -8.16048 2.54020 4.38710 -0.1 0.0 -0.6 0.081
H -2.89861 -4.44032 10.31595 0.1 0.2 -0.2 0.127
H -8.35355 1.55719 1.38886 -0.5 1.0 0.7 0.134
H -2.55739 -2.41699 8.33737 0.0 0.0 0.2 0.134
H 5.10892 -2.30240 -11.07956 -0.8 0.4 0.7 0.130

---

(2)
170
Properties=species:S:1:pos:R:3:forces:R:3:lowdin_charge:R:1 method="wB97M-V/def2-TZVPD" total_charge=0 total_energy_ev=-1369080.52720
Br -4.14750 0.69709 3.87252 -0.1 0.8 0.4 0.688
Br -2.34898 -3.19886 1.07525 0.2 0.0 -0.3 0.748
Br -1.14651 9.15108 -4.27428 -0.3 0.5 -0.5 0.611
Br -4.36475 -2.34473 4.97063 0.1 0.5 -0.2 0.641
Br -1.76069 9.04021 -1.12943 -0.7 1.0 1.1 0.655
Br -3.30175 0.74496 8.98290 -0.5 0.0 -0.2 0.592
Br -6.16496 0.43047 7.37775 0.9 0.7 0.2 0.535
Br -4.04374 2.94621 6.85137 -0.4 -0.1 -0.1 0.598
Br -3.29376 -6.28415 0.76611 0.4 0.5 0.3 0.583
Br -5.63049 -1.53699 2.15980 0.2 0.1 0.2 0.538
Br -1.85049 6.44327 -2.82654 -0.1 -0.4 0.0 0.635
Br 3.77256 1.11916 0.98016 1.1 -0.1 0.5 0.683
Br 7.03537 0.33362 0.91271 -1.1 0.4 0.4 0.549
Br -0.28495 1.66010 6.34270 0.0 0.3 -0.4 0.648
Br 1.63450 2.17808 3.69819 -0.2 0.1 0.4 0.640
Br 2.47460 0.25110 6.09426 0.8 -0.1 0.4 0.627
Br 5.50125 0.78957 3.77113 -0.1 0.1 -1.0 0.588
Br -1.40646 -5.36764 3.28305 -0.7 0.3 -0.8 0.590
O -4.44426 -0.48945 -5.17159 1.2 -0.7 0.8 0.145
O 4.68232 5.54694 -1.21268 -0.7 0.5 -0.4 -0.117
O 0.53179 -1.32891 1.58264 1.0 0.2 -0.6 0.023
O 1.03890 -7.06740 -4.71787 0.0 -0.8 -1.1 0.152
O 1.28787 -5.56116 -3.14002 -0.5 -0.6 1.4 0.066
O 4.24577 -1.76727 -3.44959 -0.3 -0.5 0.9 0.070
O -0.33000 4.45618 -5.23888 -0.2 1.2 0.8 -0.168
O -3.22203 4.95760 3.71856 -0.8 0.6 -0.7 0.073
O 0.16334 -1.67320 -3.06197 0.2 2.5 3.1 0.173
O -1.06456 2.35695 -3.32550 0.2 -0.4 -1.2 -0.164
O -4.46269 -2.60562 -4.32768 -0.6 1.7 0.6 0.047
O 1.47986 -7.73480 -2.60845 0.0 0.1 -0.2 0.095
O 1.24366 -2.34240 -4.88527 0.9 0.2 0.0 0.058
O -1.22056 -0.06530 1.32475 -0.5 1.0 -1.7 0.053
O -0.26651 -3.25866 8.40916 -1.2 0.5 -0.3 0.088
O 1.40994 6.05430 1.14852 0.6 -0.1 -0.9 -0.116
O 2.30493 -5.89553 1.25965 0.2 0.4 -0.4 0.132
O -2.10590 3.34714 -1.00911 0.5 0.6 0.2 -0.178
O 2.14386 -3.69261 1.73310 1.4 -1.2 -0.4 0.079
O -3.79139 -0.86993 -3.03880 -1.0 -1.4 1.0 0.038
O -1.27238 4.14538 3.13937 0.7 -0.1 -1.6 0.027
O -1.86189 -2.06614 7.34151 0.7 -0.5 0.6 -0.006
O 3.75779 -2.76240 -1.47680 0.2 0.4 -0.3 0.152
O -2.28301 -2.97577 9.41740 1.8 0.7 -2.8 0.104
O 2.28601 4.16740 -0.86019 -0.5 -0.1 -1.3 -0.160
O -1.53114 4.90640 5.19648 -0.1 0.6 0.1 0.114
O -0.81580 -2.99748 -4.49114 0.0 -0.6 -1.3 0.078
O -0.80504 -0.89290 3.32447 -0.2 -0.3 2.1 0.112
O 3.23593 -0.58686 -1.78561 1.5 -1.0 -1.3 0.007
O 4.14000 -4.62006 1.31863 0.5 0.0 0.1 0.103
C -3.43588 4.63426 2.30217 1.4 -0.8 1.2 -0.265
C 3.12806 -2.67721 1.96457 -1.6 1.9 1.1 -0.342
C 1.37742 -5.60826 -1.66974 0.3 1.5 -0.4 -0.277
C 1.46253 -7.08122 -1.34122 0.2 0.5 0.1 -0.087
C -0.22203 3.84547 -6.48253 0.9 -2.3 -0.7 -0.169
C 5.29498 0.29402 1.88564 0.3 -1.0 0.0 -1.505
C -1.93788 1.35030 -3.89007 -0.2 -0.6 1.3 -0.109
C -1.54230 -2.77980 8.45286 -1.5 -0.5 2.7 -0.516
C 5.67231 5.14884 -0.33328 1.2 -0.6 0.4 -0.191
C 1.01051 -4.01189 6.54467 0.4 -0.6 -1.6 -0.020
C 0.20544 -2.25202 -4.06816 -0.4 -2.0 -1.6 -0.646
C 1.68717 4.23105 -2.18538 -0.3 0.6 -0.3 -0.106
C 4.07510 1.64108 -2.51231 -0.3 -0.7 -3.2 -0.038
C 0.21158 -4.88297 -1.01883 -1.2 0.5 -0.3 -0.029
C -4.18461 -1.24356 -4.26817 -1.9 -0.1 -1.1 -0.539
C 4.05995 -0.49580 -4.04863 -0.2 0.4 0.7 -0.072
C 3.38651 0.32052 -2.89647 -1.0 1.2 -0.9 -0.277
C -0.41757 -3.60950 -5.76578 -1.3 0.7 -0.9 -0.251
C 2.83997 -4.82736 1.38423 -1.5 -0.4 1.0 -0.550
C 0.33158 -2.83249 7.17793 0.6 -1.3 0.1 -0.338
C 1.04256 1.00137 5.10305 -0.6 -0.4 -0.1 -1.614
C -0.97401 -2.74957 -6.96296 -0.5 -1.1 1.3 0.006
C -3.80419 5.83186 1.50260 0.9 0.2 -0.4 -0.013
C -0.50175 -0.76715 2.19169 0.2 0.2 -2.1 -0.704
C 1.05142 6.74947 2.30056 -1.1 0.0 1.3 -0.142
C 3.06648 -2.19043 3.40410 -1.5 0.8 -0.6 -0.022
C -4.35548 -4.46983 -2.86347 -1.3 0.9 0.9 0.001
C -3.37492 2.79524 -0.85813 -0.8 -0.6 -1.5 -0.154
C -0.49315 0.06427 0.01879 -0.9 -0.5 0.5 -0.244
C -1.96574 4.74613 4.09747 -0.1 -1.1 0.8 -0.638
C 1.25558 -6.83353 -3.57839 -0.1 0.6 0.1 -0.590
C -2.01509 4.04989 1.91301 -1.7 -1.9 1.5 -0.068
C 1.07006 -3.48667 -5.75882 1.9 -0.2 1.2 -0.073
C -4.30413 1.11448 7.35693 -0.2 -0.3 0.6 -1.611
C 3.76750 -1.79174 -2.17985 -0.6 -0.1 0.3 -0.509
C -4.13205 -2.01748 -2.13314 1.5 0.4 -1.2 -0.060
C -2.78015 -4.81989 1.97050 -0.4 -0.8 0.7 -1.531
C -1.10360 8.19660 -2.63300 0.6 -0.8 -0.7 -1.739
C 0.24314 1.35531 -0.06016 0.8 0.4 0.3 -0.021
C 0.45720 -1.09934 0.10802 -0.5 -1.6 1.4 -0.048
C -0.79187 -2.24517 6.38059 -1.5 -0.7 -0.7 -0.093
C 4.44533 -3.24344 1.64469 1.8 -1.7 -1.4 -0.091
C -4.22704 -1.12257 3.46802 0.5 -1.4 -1.0 -1.624
C -4.87768 -2.99238 -2.98024 1.6 -1.9 -1.3 -0.278
H -3.20410 -2.45046 -1.83294 0.8 -0.1 0.3 0.091
H 1.92083 7.00228 2.87134 0.6 -0.2 0.7 0.080
H -0.49471 -3.08481 -7.87648 0.1 0.1 -0.1 0.079
H 2.04702 3.46423 -2.91263 -0.3 0.4 1.0 0.079
H 0.60068 7.71319 2.10020 -0.6 0.2 -0.3 0.077
H 1.62299 -4.35418 -5.28959 -0.8 0.9 -0.6 0.141
H -0.57045 5.40671 -5.30069 0.2 -1.0 0.0 0.072
H 5.09522 -0.79118 1.89340 -0.1 0.9 0.0 -0.078
H 6.61458 5.51831 -0.72629 0.3 -0.3 -0.2 0.077
H -1.84799 0.43238 -3.26146 0.1 0.8 -0.4 0.064
H -5.94821 -2.90969 -2.77684 -0.1 0.0 -0.7 0.156
H 2.31745 -5.09365 -1.51411 0.1 0.1 0.6 0.136
H -3.70368 -4.61120 2.51500 0.4 -0.1 0.1 -0.045
H 4.92054 -2.87860 0.74113 -0.1 0.5 -0.2 0.117
H 0.09217 -3.83692 -1.37190 0.5 -0.5 0.1 0.062
H -0.75042 -5.34054 -1.35524 0.6 -0.1 0.4 0.088
H 0.93431 1.50895 0.78700 -0.5 -0.1 0.0 0.037
H -4.15160 3.18330 -1.57494 0.8 -0.1 0.4 0.103
H 1.78257 -4.39164 7.19106 0.4 -0.1 0.3 0.081
H 0.60139 0.15286 4.59630 -0.2 0.2 -0.1 -0.086
H 5.23372 -3.25017 2.41086 -0.6 0.0 0.2 0.150
H -4.62227 6.44541 1.88452 0.4 0.0 0.2 0.100
H 5.70624 4.06167 -0.18078 0.1 0.0 -0.3 0.073
H -0.44597 2.18310 -0.14742 0.1 0.3 0.0 0.064
H 0.61832 4.19820 -7.11338 -0.6 0.2 0.3 0.090
H 2.06725 -1.72854 3.57572 0.7 -0.4 0.0 0.080
H -1.15470 3.78163 -7.02610 -0.3 0.6 -0.3 0.078
H 0.35905 -4.86712 6.30205 -0.2 0.5 0.3 0.088
H -2.02109 2.99436 1.55742 -0.3 0.4 0.8 0.121
H 1.88797 5.22791 -2.62876 0.1 -0.5 0.1 0.091
H -4.10369 5.45645 0.55165 -0.5 -0.3 -1.0 0.069
H -0.73958 -4.63839 -5.66374 -0.2 -0.1 -0.5 0.153
H 3.49286 -0.57643 -4.98679 -0.2 -0.1 0.6 0.131
H 0.23014 -4.86472 0.09947 0.3 -0.3 -1.0 0.077
H 0.58698 -7.36687 -0.78838 -0.4 -0.5 0.2 0.131
H -0.54594 -1.28402 5.95939 -0.1 0.2 -0.3 0.077
H -0.00289 2.74843 -6.28608 0.0 1.2 0.0 0.094
H -0.88122 3.00547 -4.03702 0.0 0.0 0.6 0.048
H -5.14448 -5.16625 -3.19862 0.6 0.2 0.1 0.092
H -3.84191 0.51906 6.60363 0.3 -0.3 -0.4 -0.131
H -2.07158 -2.82912 -7.08723 0.6 0.1 0.2 0.092
H -1.23369 -0.00030 -0.80979 0.4 -0.2 0.7 0.158
H 2.33822 0.54972 -3.17439 0.5 0.0 0.0 0.149
H 3.91620 4.96921 -1.11167 -0.3 0.0 0.2 0.018
H 5.03357 -0.11739 -4.31770 0.4 0.3 0.1 0.124
H -0.06150 8.06637 -2.47479 0.7 -0.3 0.2 -0.052
H 2.35300 -7.25566 -0.75543 0.2 -0.5 -0.1 0.125
H 3.56985 2.05664 -1.71317 -0.8 1.0 1.7 -0.012
H -4.19526 3.86067 2.31788 -0.2 -0.1 -0.1 0.134
H 2.82775 -1.86044 1.30053 0.4 0.0 0.1 0.115
H -1.61923 2.91083 -1.73160 -0.3 0.2 -0.3 0.024
H 5.12451 1.56661 -2.35819 0.9 -0.3 0.5 0.078
H 1.58243 -3.16683 -6.66638 -0.5 -0.4 -0.3 0.138
H 0.09867 -2.08900 -0.22206 0.1 0.8 -0.5 0.093
H 0.59579 4.20373 -2.02860 0.3 -0.5 -0.5 0.064
H -3.42388 -4.61605 -3.39624 0.0 0.2 -0.3 0.081
H -1.67846 1.01997 -4.90882 -0.1 0.6 0.2 0.087
H -3.34725 1.70933 -0.99423 -0.1 -0.1 0.1 0.082
H 3.80097 -1.41840 3.55280 0.3 0.4 0.1 0.012
H 0.37467 6.12210 2.90744 0.3 0.4 -0.3 0.086
H 1.43598 -0.87013 -0.29514 0.2 -0.1 0.1 0.101
H 5.66555 5.55368 0.67163 -0.7 0.5 0.4 0.066
H -1.21009 -2.96480 5.60637 0.8 1.0 0.6 0.122
H -3.74158 2.99205 0.11968 -0.3 0.2 0.9 0.046
H -2.85003 6.33542 1.25947 -0.7 0.6 0.4 0.096
H 1.49891 -3.74006 5.57262 -0.4 0.0 0.8 0.087
H -3.28361 -1.37191 2.95702 -0.5 0.1 0.4 -0.098
H 2.24252 6.47816 0.92351 0.2 -0.4 -0.6 0.084
H -2.98112 1.69767 -3.77361 0.4 -0.3 -0.6 0.088
H 1.11400 -2.15237 7.43880 0.2 0.9 0.1 0.110
H -0.69636 -1.72046 -6.72741 -0.1 0.0 -0.3 0.086
H 0.90744 1.29553 -0.92841 -0.3 0.2 -0.2 0.093
H -4.68806 -1.75792 -1.27750 -0.6 1.1 0.9 0.106
H -1.55348 4.50951 1.10678 1.0 1.7 -1.2 0.088
H 3.96845 2.34648 -3.39025 0.0 -0.7 0.8 0.113
H -4.13591 -4.63874 -1.80828 -0.2 -0.3 0.1 0.038
H 3.23883 -2.94640 4.14379 0.1 -0.7 0.2 0.084
H 1.67719 4.77790 -0.42215 0.4 -0.1 1.0 0.047